No. 1
{"formula": "H6N2", "method": "ωB97M-V with the def2-TZVPD basis set", "species": ["N", "N", "H", "H", "H", "H", "H", "H"], "xyz": [[-1.8176, -4.0168, -8.3335], [-0.2456, -0.1197, -10.6434], [0.2777, -0.8562, -11.1275], [-1.3274, -3.1240, -8.2184], [-2.5574, -3.8633, -9.0262], [-1.0929, 0.0544, -11.1932], [0.3227, 0.7318, -10.6938], [-2.2813, -4.2193, -7.4422]], "atomic_forces_ev_per_a": [[-0.3, 0.3, 0.1], [0.1, 0.1, -0.4], [-0.3, 0.4, 0.2], [-0.3, -0.4, -0.1], [0.4, 0.0, 0.4], [0.4, -0.1, 0.2], [-0.3, -0.4, 0.0], [0.2, 0.1, -0.4]], "mulliken_charge": [-0.66, -0.67, 0.23, 0.23, 0.21, 0.22, 0.23, 0.22], "e_homo_ev": -10.000, "orbital_gap_ev": 11.062, "e_above_lowest_kj_mol": 8.31, "smiles": "N.N", "lumo_energy_ha": 0.0390}

=====

No. 2
{"formula": "H6N2", "method": "ωB97M-V with the def2-TZVPD basis set", "species": ["N", "N", "H", "H", "H", "H", "H", "H"], "xyz": [[0.2054, 2.5931, 1.6578], [-0.1124, -2.7936, -1.5399], [0.6453, -3.4174, -1.8354], [0.7245, 2.7836, 2.5208], [0.0796, 3.4918, 1.1811], [-0.7268, 2.2702, 1.9359], [-0.9500, -3.0756, -2.0590], [0.1344, -1.8521, -1.8612]], "atomic_forces_ev_per_a": [[-0.2, 0.3, 0.3], [0.1, 0.0, -0.5], [-0.4, 0.3, 0.1], [-0.3, -0.1, -0.4], [0.0, -0.4, 0.3], [0.5, 0.2, -0.1], [0.4, 0.1, 0.2], [-0.1, -0.5, 0.1]], "mulliken_charge": [-0.66, -0.66, 0.22, 0.22, 0.22, 0.22, 0.22, 0.22], "e_homo_ev": -10.063, "orbital_gap_ev": 11.276, "e_above_lowest_kj_mol": 11.34, "smiles": "N.N", "lumo_energy_ha": 0.0446}

=====

No. 3
{"formula": "H6N3OP", "method": "ωB97M-V with the def2-TZVPD basis set", "species": ["P", "O", "N", "N", "N", "H", "H", "H", "H", "H", "H"], "xyz": [[-0.6399, -0.1207, 0.1242], [-1.4767, -0.7516, -1.0702], [-0.6584, 1.5003, -0.3557], [-1.2951, -0.5651, 1.4640], [2.2394, -0.9822, -0.2834], [-0.1089, 2.1164, 0.2315], [-1.8041, -1.6175, -0.8067], [2.4629, -0.2225, -0.9251], [-0.4204, 1.6186, -1.3348], [2.5517, -0.6846, 0.6365], [-0.8504, -0.2911, 2.3198]], "atomic_forces_ev_per_a": [[0.6, 0.0, 0.6], [0.1, 0.1, -0.5], [0.0, -0.3, -0.1], [0.1, 0.2, -0.6], [-1.0, -0.3, -0.2], [0.0, -0.1, 0.0], [-0.1, -0.2, 0.0], [0.0, 0.2, 0.1], [0.0, 0.1, 0.1], [0.0, 0.3, 0.2], [0.2, 0.0, 0.4]], "mulliken_charge": [0.61, -0.50, -0.50, -0.60, -0.52, 0.28, 0.33, 0.21, 0.26, 0.21, 0.24], "e_homo_ev": [-9.769, -7.857], "orbital_gap_ev": [9.207, 7.467], "e_above_lowest_kj_mol": 394.03, "lumo_energy_ha": [-0.0207, -0.0143]}

=====

No. 4
{"formula": "H6N4O4", "method": "ωB97M-V with the def2-TZVPD basis set", "species": ["O", "O", "O", "O", "N", "N", "N", "N", "H", "H", "H", "H", "H", "H"], "xyz": [[0.2298, -1.3884, -0.6313], [-0.3796, 0.7468, 0.8492], [-1.5061, -0.1403, -1.4000], [0.1669, -0.0938, 1.7320], [-0.7358, -0.6340, 2.6603], [-0.8420, 0.3590, -2.5684], [1.2917, -0.4631, -1.0029], [-0.9661, -0.8967, -0.5215], [-1.5688, -0.0511, 2.5131], [0.1826, 0.3240, -2.3957], [-0.8356, -1.6223, 2.2638], [1.4668, 0.0514, -0.1420], [2.1019, -1.1150, -1.0966], [-1.3200, 1.2289, -2.8102]], "atomic_forces_ev_per_a": [[1.9, -1.3, -1.3], [0.6, 0.3, 2.4], [-1.2, 2.2, -2.1], [0.5, 1.3, -1.1], [-0.2, -1.2, -0.8], [0.8, -1.1, -0.6], [1.3, -0.2, 0.0], [-1.8, -2.2, 2.3], [-0.1, -0.7, 0.0], [-0.9, 0.7, 0.0], [-0.5, 1.7, 0.8], [0.0, 0.2, 0.0], [-1.0, 0.6, 0.0], [0.6, -0.3, 0.6]], "lowdin_spin": [0.11, 0.64, 0.25, 0.31, 0.03, 0.04, 0.04, 0.57, 0.00, 0.00, 0.01, 0.00, 0.00, 0.00], "e_homo_ev": [-7.120, -9.539], "orbital_gap_ev": [8.097, 8.466], "multiplicity": 3, "lumo_energy_ha": [0.0359, -0.0394]}

=====

No. 5
{"formula": "H6N6", "method": "ωB97M-V with the def2-TZVPD basis set", "species": ["N", "N", "N", "N", "N", "N", "H", "H", "H", "H", "H", "H"], "xyz": [[0.8020, 0.9391, -0.4288], [0.6544, 2.0365, -1.2250], [-0.3521, -0.7370, 0.5061], [-1.4228, -1.5746, 0.4314], [-0.2516, 0.1192, -0.4590], [0.7502, -1.2446, 1.2587], [1.6121, -1.2413, 0.7319], [-1.1298, -2.4256, -0.1758], [-2.0849, -0.9635, 0.0238], [0.0390, 2.2351, -1.9431], [0.8825, -0.7513, 2.1193], [1.4739, 2.7141, -1.2209]], "atomic_forces_ev_per_a": [[-3.4, -2.7, 0.3], [3.6, 1.7, 1.4], [2.7, -0.5, 2.7], [0.9, -3.0, -0.5], [3.3, 4.9, -1.8], [-1.0, -0.3, -0.9], [-0.1, 0.3, -0.4], [-1.2, 1.8, 0.8], [-1.4, -0.2, -0.9], [-1.9, -0.6, -1.4], [-0.1, 0.5, 0.2], [-1.5, -1.9, 0.3]], "mulliken_charge": [-0.23, -0.42, 0.63, -0.57, -0.25, -0.59, 0.27, 0.25, 0.28, 0.20, 0.23, 0.22], "e_homo_ev": -7.238, "orbital_gap_ev": 8.492, "e_above_lowest_kj_mol": 314.85, "smiles": "N/N=N/N(N)N", "lumo_energy_ha": 0.0461}

=====

No. 6
{"formula": "H6NO", "method": "ωB97M-V with the def2-TZVPD basis set", "species": ["O", "N", "H", "H", "H", "H", "H", "H"], "xyz": [[-0.7173, -1.3739, 0.2112], [0.5129, 1.0228, -0.1340], [1.4554, 1.1762, 0.1970], [-0.0031, 1.8842, -0.0378], [-0.4234, -2.1125, -0.3636], [0.5674, 0.7928, -1.1227], [-1.3106, -1.7134, 0.9115], [-0.0813, 0.3237, 0.3383]], "atomic_forces_ev_per_a": [[-0.1, -0.3, 0.1], [-0.6, 0.6, -0.4], [0.3, -0.3, 0.6], [-0.1, 0.8, -0.2], [-0.5, 0.5, 0.7], [-0.1, -0.1, -0.2], [0.5, -0.1, -0.7], [0.6, -1.0, 0.0]], "mulliken_charge": [-0.68, -0.46, 0.37, 0.40, 0.33, 0.36, 0.34, 0.34], "e_homo_ev": -16.801, "orbital_gap_ev": 12.738, "e_above_lowest_kj_mol": 15.64, "total_charge": 1, "lumo_energy_ha": -0.1493}

=====

No. 7
{"formula": "H6NaO4", "method": "ωB97M-V with the def2-TZVPD basis set", "species": ["Na", "O", "O", "O", "O", "H", "H", "H", "H", "H", "H"], "xyz": [[-0.5744, 0.8808, 0.1025], [1.6811, -0.8178, -0.3681], [-0.3645, 1.7884, 2.4110], [-1.5796, -1.5628, 0.1804], [0.6394, 2.5171, -1.1432], [2.3655, -0.2523, -0.7259], [0.8388, 1.7116, -1.6589], [1.3100, -1.2585, -1.1325], [-1.2119, -2.4243, -0.0169], [-0.7307, 0.9311, 2.7032], [-2.3736, -1.5132, -0.3517]], "atomic_forces_ev_per_a": [[0.9, 1.2, 0.9], [-0.2, -0.4, 0.2], [-0.6, -1.1, -0.6], [0.0, 0.3, 0.0], [-0.4, -1.2, -0.3], [0.1, 0.5, 0.0], [0.2, 0.5, -0.1], [0.0, -0.1, -0.2], [0.2, -0.2, 0.1], [0.2, 0.4, 0.2], [-0.3, 0.0, -0.1]], "mulliken_charge": [0.81, -0.61, -1.05, -0.58, -1.02, 0.32, 0.09, 0.30, 0.29, 0.13, 0.32], "e_homo_ev": -2.789, "orbital_gap_ev": 4.658, "e_above_lowest_kj_mol": 59.33, "total_charge": -1, "lumo_energy_ha": 0.0687}

=====

No. 8
{"formula": "H6O13S2V", "method": "ωB97M-V with the def2-TZVPD basis set", "species": ["V", "S", "S", "O", "O", "O", "O", "O", "O", "O", "O", "O", "O", "O", "O", "O", "H", "H", "H", "H", "H", "H"], "xyz": [[0.6469, 0.6904, 0.6154], [0.9345, -1.7703, -1.4767], [-2.4036, -0.2539, -0.5956], [2.0738, -2.9204, 1.3520], [-3.5671, 0.6429, -0.5207], [-2.7260, -1.6889, -0.5764], [-0.2072, 2.4640, -0.8261], [0.8406, -0.4220, 1.7653], [1.9234, 1.7467, 0.7570], [2.1014, -2.5693, -1.7315], [1.2944, -0.4020, -1.1410], [0.0983, -2.3674, -0.4246], [-0.2410, 2.3123, 2.3089], [-1.8053, 0.1158, -1.9051], [0.0823, -1.7778, -2.6268], [-1.4104, 0.0032, 0.4966], [0.0424, 3.3668, -1.0237], [1.4267, -3.2281, 0.7173], [2.1972, -1.9952, 1.1397], [-0.6787, 3.1193, 2.0378], [0.4126, 2.5968, 2.9477], [-1.0351, 2.3370, -1.2894]], "atomic_forces_ev_per_a": [[1.1, -3.1, -0.3], [-4.7, -5.0, -0.8], [-0.1, -1.1, -4.3], [1.4, -0.8, 1.4], [-1.4, 0.6, 1.9], [-0.8, 0.8, 0.7], [0.0, 0.5, 0.3], [0.2, 2.3, -1.3], [-1.5, -1.0, -0.1], [3.1, -0.7, 0.0], [1.1, 5.6, 3.2], [1.1, -0.1, 1.6], [-0.5, -0.1, 0.3], [0.7, 0.5, 0.5], [-0.2, 0.7, -2.9], [1.7, 1.8, 1.4], [0.5, 0.0, 0.2], [-0.8, 0.5, -0.8], [-0.4, 0.1, -0.2], [-0.2, 0.0, -0.5], [0.5, -0.2, -0.1], [-0.8, -1.2, -0.4]], "mulliken_charge": [1.26, 1.10, 0.97, -0.66, -0.76, -0.69, -0.40, -0.57, -0.63, -0.70, -0.54, -0.77, -0.46, -0.75, -0.70, -0.37, 0.19, 0.38, 0.30, 0.27, 0.26, 0.26], "e_homo_ev": 2.979, "orbital_gap_ev": 3.395, "e_above_lowest_kj_mol": 172.28, "total_charge": -3, "lumo_energy_ha": 0.2342}

=====

no.,F_max (eV Å⁻¹)
1,0.5
2,0.5
3,1.1
4,3.7
5,6.2
6,1.2
7,1.8
8,6.9